# 1
# C27H58F3FeN5O21S4

A molecular structure, C27H58F3FeN5O21S4 in a non-equilibrium geometry (ωB97M-V with the def2-TZVPD basis set, the Open Molecules 2025 dataset).

The lowest unoccupied orbital energy (alpha / beta) comes out at 1.06 / 1.06 eV. The calculation puts the calculated total energy at -165266.865 eV. The net charge is -1. As for the energy above the lowest of the compared OMol25 structures with the same formula, charge and spin: 3.228 eV. The spin multiplicity is 6. As for the molecular weight: 1029.88 g/mol. As for the HOMO energy (alpha / beta): -5.869 / -5.822 eV. The frontier orbital gap (alpha / beta) comes out at 6.9 / 6.9 eV.

Geometry (Å):
Fe -15.33 0.45 3.01
C -17.35 0.50 8.50
O -16.33 1.03 9.34
C -15.54 2.07 8.79
C -14.88 1.72 7.43
N -14.23 0.38 7.49
H -14.84 -0.44 7.40
H -13.69 0.28 6.61
C -13.28 0.17 8.64
C -12.55 -1.17 8.44
O -13.40 -2.19 8.95
C -12.76 -3.43 9.28
H -18.19 1.21 8.56
H -17.73 -0.46 8.83
H -17.03 0.30 7.48
H -14.68 2.09 9.46
H -16.02 3.04 8.80
H -14.11 2.44 7.18
H -15.66 1.49 6.71
H -13.84 0.12 9.57
H -12.54 0.95 8.49
H -11.59 -1.28 8.94
H -12.48 -1.30 7.35
H -13.17 -3.82 10.21
H -11.68 -3.34 9.31
H -13.06 -4.14 8.50
C -18.29 -5.91 -2.83
O -17.99 -4.73 -2.11
C -16.68 -4.77 -1.56
C -16.35 -3.34 -1.07
N -16.74 -3.05 0.37
H -16.41 -2.12 0.65
H -17.74 -2.91 0.47
C -16.37 -4.02 1.49
C -14.90 -4.25 1.62
O -14.14 -4.38 0.46
C -12.78 -4.69 0.65
H -19.36 -5.96 -3.02
H -18.03 -6.76 -2.20
H -17.70 -5.90 -3.75
H -16.00 -4.96 -2.39
H -16.56 -5.48 -0.74
H -16.92 -2.69 -1.73
H -15.30 -3.10 -1.03
H -16.87 -4.97 1.28
H -16.79 -3.65 2.42
H -14.75 -5.01 2.39
H -14.57 -3.37 2.19
H -12.22 -4.66 -0.28
H -12.59 -5.68 1.07
H -12.34 -3.93 1.29
C -20.81 -5.48 6.86
O -21.20 -4.53 5.88
C -20.22 -4.07 4.97
C -20.71 -2.85 4.19
N -19.48 -2.00 3.81
H -18.59 -2.33 4.19
H -19.44 -2.14 2.81
C -19.52 -0.50 4.19
C -19.54 -0.28 5.67
O -20.74 -0.77 6.30
C -20.55 -1.37 7.58
H -21.49 -5.51 7.71
H -19.85 -5.25 7.33
H -20.83 -6.49 6.44
H -19.95 -4.85 4.25
H -19.30 -3.84 5.51
H -21.38 -2.26 4.80
H -21.14 -3.15 3.24
H -20.23 -0.04 3.52
H -18.48 -0.23 3.98
H -19.39 0.75 5.97
H -18.70 -0.87 6.06
H -21.52 -1.40 8.07
H -19.88 -0.72 8.15
H -20.17 -2.39 7.51
S -15.99 0.26 0.36
O -15.10 1.16 1.12
O -17.10 1.04 -0.13
O -15.31 -0.55 -0.62
O -16.35 -0.51 1.58
S -13.14 1.52 4.21
O -13.34 0.73 2.98
O -12.78 0.77 5.40
O -12.42 2.74 3.99
O -14.60 1.81 4.33
S -15.84 -1.71 4.68
O -16.39 -0.37 4.44
O -16.84 -2.73 4.38
O -14.91 -1.50 3.52
O -15.28 -1.68 6.03
C -18.17 3.58 4.45
F -18.84 4.73 4.38
F -17.10 3.77 5.20
F -18.94 2.63 5.05
S -17.68 2.89 2.65
O -16.87 3.99 2.16
O -16.93 1.70 3.08
O -18.91 2.65 1.90
N -12.44 -3.02 4.29
C -11.18 -3.22 3.82
C -10.72 -4.44 4.22
C -11.66 -4.98 5.08
C -12.75 -4.10 5.06
H -13.07 -2.29 3.98
H -10.85 -2.51 3.07
H -9.80 -4.91 3.91
H -11.80 -6.02 5.33
H -13.75 -4.19 5.46
N -16.45 -4.52 6.45
C -15.95 -4.34 7.70
C -15.96 -5.58 8.37
C -16.49 -6.48 7.44
C -16.86 -5.82 6.29
H -16.52 -3.71 5.83
H -15.57 -3.40 8.05
H -15.72 -5.60 9.42
H -16.67 -7.55 7.48
H -17.26 -6.16 5.35

=====

# 2
# C27H59Br2N5O6P

3 unconnected molecules or ions with the total composition C27H59Br2N5O6P in a non-equilibrium geometry (ωB97M-V with the def2-TZVPD basis set, the Open Molecules 2025 dataset).

The lowest unoccupied orbital energy comes out at 2.19 eV. The calculation puts the calculated total energy at -198063.254 eV. The net charge is -1. As for the molecular weight: 740.58 g/mol. As for the HOMO energy: -4.272 eV. The frontier orbital gap comes out at 6.5 eV.

Geometry (Å):
C 4.68 1.37 2.46
C 4.79 0.06 1.57
O 4.06 -1.05 2.14
C 2.69 -0.98 1.70
C 2.36 -1.87 0.45
C 0.85 -1.92 0.02
C 0.08 -0.52 0.07
C -0.21 0.00 -1.39
P -0.83 1.83 -1.48
C 0.56 2.64 -0.49
C 2.08 2.47 -0.82
C 2.70 3.70 -1.65
O 2.57 1.28 -1.43
C -0.11 2.19 -3.29
Br -0.83 0.72 -4.51
C -0.69 3.51 -3.93
C -0.13 3.57 -5.45
Br -0.15 5.20 -3.07
O -2.30 1.39 -2.34
C -3.44 1.59 -1.50
C -4.14 3.00 -1.48
C -2.93 1.01 -0.09
C -3.86 1.08 1.17
C -5.03 0.03 1.20
C -4.61 -1.46 0.86
C -5.39 -2.58 1.65
N -5.35 -3.88 0.89
C -4.01 -4.20 0.44
N -3.18 -4.72 1.30
N -3.57 -4.03 -0.95
O -1.65 1.65 0.08
H 5.18 2.27 1.99
H 5.10 1.14 3.47
H 3.58 1.60 2.61
H 5.87 -0.24 1.54
H 4.48 0.30 0.52
H 2.52 0.10 1.37
H 1.99 -1.13 2.58
H 3.05 -1.62 -0.41
H 2.66 -2.93 0.74
H 0.72 -2.31 -1.04
H 0.32 -2.67 0.67
H -0.91 -0.77 0.56
H 0.57 0.23 0.75
H 0.63 -0.21 -2.12
H -1.09 -0.61 -1.77
H -1.43 3.16 -1.52
H 0.36 3.76 -0.49
H 0.40 2.36 0.60
H 2.64 2.56 0.18
H 2.20 4.65 -1.34
H 3.78 3.79 -1.32
H 2.70 3.52 -2.76
H 3.25 1.46 -2.10
H 1.00 2.06 -3.35
H -1.81 3.50 -4.01
H 0.24 4.61 -5.70
H 0.78 2.90 -5.47
H -0.91 3.21 -6.17
H -4.32 0.89 -1.71
H -3.78 3.72 -2.27
H -5.27 2.94 -1.57
H -3.96 3.53 -0.49
H -2.74 -0.07 -0.36
H -4.29 2.11 1.34
H -3.20 0.90 2.07
H -5.42 0.02 2.26
H -5.91 0.30 0.55
H -4.80 -1.63 -0.24
H -3.48 -1.55 0.98
H -4.97 -2.81 2.66
H -6.48 -2.33 1.78
H -6.02 -3.86 0.12
H -3.66 -4.81 2.20
H -2.66 -4.49 -1.03
H -3.35 -3.02 -1.00
C 5.56 5.41 2.56
C 4.94 5.71 1.22
O 3.78 5.43 0.97
N 5.73 6.30 0.28
C 7.12 6.70 0.38
H 4.82 4.94 3.21
H 6.41 4.73 2.45
H 5.90 6.34 3.04
H 5.25 6.46 -0.60
H 7.18 7.77 0.20
H 7.69 6.17 -0.39
H 7.53 6.47 1.36
C -1.87 -7.89 0.61
C -0.77 -8.47 1.46
O 0.38 -8.05 1.42
N -1.08 -9.50 2.29
C -2.37 -10.14 2.48
H -1.47 -7.08 0.01
H -2.27 -8.65 -0.05
H -2.66 -7.48 1.25
H -0.30 -9.84 2.82
H -2.65 -10.04 3.53
H -2.28 -11.20 2.23
H -3.14 -9.69 1.85

=====

# 3
# C27H59N10O6Y

A molecular structure, C27H59N10O6Y (ωB97M-V with the def2-TZVPD basis set, the Open Molecules 2025 dataset).

The lowest unoccupied orbital energy comes out at -4.05 eV. The calculation puts the calculated total energy at -57178.015 eV. The net charge is +2. As for the energy above the lowest of the compared OMol25 structures with the same formula, charge and spin: 0.500 eV. As for the molecular weight: 708.74 g/mol. As for the HOMO energy: -13.468 eV. The frontier orbital gap comes out at 9.4 eV.

Geometry (Å):
Y -0.25 0.00 -0.15
C -0.96 -1.68 -5.18
N -1.97 -2.07 -4.21
C -3.13 -2.75 -4.77
C -1.83 -1.91 -2.86
N -1.50 -0.76 -2.31
C -1.66 0.39 -3.20
C -2.16 1.61 -2.45
N -1.21 2.05 -1.41
C -0.07 2.76 -2.01
C 1.11 2.77 -1.04
N 1.59 1.39 -0.87
C 2.90 1.25 -0.77
N 3.50 0.11 -1.21
C 3.21 -0.41 -2.54
C 4.76 -0.36 -0.64
N 3.70 2.21 -0.24
C 5.00 2.54 -0.80
C 3.29 3.04 0.88
C -1.93 2.94 -0.47
C -2.52 2.13 0.66
N -1.41 1.59 1.45
C -1.64 1.54 2.75
N -0.53 1.64 3.59
C 0.34 2.81 3.41
C -0.59 1.18 4.97
N -2.87 1.47 3.29
C -3.91 0.61 2.73
C -3.25 2.11 4.54
N -2.08 -3.03 -2.12
C -1.89 -4.36 -2.67
C -2.87 -3.01 -0.90
H -0.66 -2.55 -5.76
H -0.08 -1.29 -4.66
H -1.33 -0.92 -5.87
H -3.56 -2.12 -5.55
H -3.88 -2.91 -4.01
H -2.87 -3.72 -5.23
H -2.39 0.18 -3.98
H -0.71 0.63 -3.70
H -3.10 1.34 -1.96
H -2.36 2.42 -3.16
H -0.34 3.79 -2.28
H 0.24 2.25 -2.92
H 0.78 3.21 -0.09
H 1.89 3.40 -1.46
H 2.20 -0.16 -2.82
H 3.33 -1.49 -2.54
H 3.91 0.00 -3.27
H 5.61 -0.14 -1.29
H 4.70 -1.45 -0.53
H 4.92 0.08 0.34
H 5.13 2.05 -1.76
H 5.82 2.25 -0.14
H 5.06 3.62 -0.95
H 2.39 2.63 1.34
H 3.10 4.08 0.58
H 4.09 3.05 1.62
H -2.71 3.50 -1.00
H -1.23 3.66 -0.04
H -3.17 1.34 0.25
H -3.14 2.79 1.27
H -0.01 3.65 4.02
H 0.34 3.10 2.36
H 1.35 2.57 3.72
H -0.95 1.94 5.66
H 0.42 0.92 5.29
H -1.21 0.29 5.03
H -3.50 -0.02 1.95
H -4.75 1.20 2.35
H -4.28 -0.04 3.53
H -2.58 2.94 4.76
H -3.26 1.41 5.38
H -4.25 2.52 4.42
H -2.84 -4.84 -2.93
H -1.40 -4.98 -1.91
H -1.25 -4.33 -3.55
H -3.85 -3.46 -1.09
H -3.01 -2.00 -0.56
H -2.38 -3.59 -0.12
O 1.59 -4.06 -1.89
C 1.24 -3.09 -1.06
O 0.87 -2.00 -1.42
C 1.38 -3.49 0.38
O 0.81 -2.47 1.16
C -0.17 -2.87 2.11
C -1.16 -1.70 2.26
O -1.57 -1.40 3.35
O -1.47 -1.15 1.13
H 1.52 -3.78 -2.82
H 2.44 -3.60 0.61
H 0.91 -4.46 0.54
H -0.73 -3.75 1.76
H 0.27 -3.12 3.07
C 2.52 -0.91 3.67
C 2.54 -0.14 2.36
O 1.23 0.21 1.89
H 3.53 -1.23 3.91
H 1.89 -1.80 3.58
H 2.15 -0.30 4.49
H 2.99 -0.75 1.58
H 3.14 0.77 2.49
H 0.70 0.54 2.65

=====

# 4
# C27H59N5O9

9 unconnected molecules or ions with the total composition C27H59N5O9 in a non-equilibrium geometry (ωB97M-V with the def2-TZVPD basis set, the Open Molecules 2025 dataset).

The lowest unoccupied orbital energy comes out at 0.57 eV. The calculation puts the calculated total energy at -54832.501 eV. As for the energy above the lowest of the compared OMol25 structures with the same formula, charge and spin: 1.646 eV. Its structure (SMILES) is CN(C)C=O.CN(C)C=O.CN(C)C=O.CN(C)C=O.CN(C)C=O.CC(C)=O.CC(C)=O.CC(C)=O.CC(C)=O. As for the molecular weight: 597.80 g/mol. As for the HOMO energy: -9.028 eV. The frontier orbital gap comes out at 9.6 eV.

Geometry (Å):
C 2.97 0.14 4.64
O 1.79 0.07 4.86
N 3.75 -0.92 4.41
C 5.03 -0.73 3.81
C 3.14 -2.18 4.30
H 3.55 1.10 4.79
H 5.38 0.26 3.91
H 5.00 -1.02 2.75
H 5.71 -1.41 4.34
H 2.74 -2.48 3.34
H 3.87 -2.92 4.69
H 2.28 -2.08 5.00
C 3.23 1.00 -2.73
O 3.84 1.94 -2.20
N 3.33 -0.34 -2.50
C 2.36 -1.26 -3.01
C 4.12 -0.78 -1.42
H 2.47 1.14 -3.49
H 2.75 -1.87 -3.84
H 1.53 -0.69 -3.37
H 2.03 -1.90 -2.20
H 4.60 -1.74 -1.69
H 4.91 -0.06 -1.30
H 3.49 -0.94 -0.57
C 3.34 3.09 1.75
O 3.53 2.00 2.37
N 2.50 4.09 2.10
C 2.63 5.42 1.46
C 1.75 3.89 3.28
H 3.92 3.27 0.80
H 1.65 5.86 1.66
H 2.77 5.21 0.38
H 3.47 5.97 1.94
H 1.61 2.83 3.50
H 2.22 4.37 4.15
H 0.78 4.36 3.08
C -2.66 1.53 1.62
O -3.45 0.66 1.25
N -2.33 2.69 1.05
C -1.18 3.44 1.49
C -2.99 3.04 -0.16
H -2.24 1.23 2.54
H -0.54 2.86 2.21
H -1.47 4.32 2.03
H -0.55 3.77 0.64
H -2.31 3.18 -1.04
H -3.71 2.25 -0.42
H -3.51 3.97 0.02
C -0.12 1.52 -1.40
O -0.78 1.97 -2.35
N -0.23 0.31 -0.76
C 0.53 0.12 0.44
C -1.08 -0.74 -1.23
H 0.78 2.09 -0.98
H 0.88 -0.94 0.41
H -0.26 0.14 1.23
H 1.40 0.81 0.58
H -0.45 -1.53 -1.70
H -1.59 -1.22 -0.40
H -1.82 -0.32 -1.89
C -2.64 -2.45 2.46
C -3.71 -3.30 1.76
O -3.48 -4.39 1.28
C -5.08 -2.86 1.84
H -1.65 -2.85 2.24
H -2.78 -2.61 3.52
H -2.71 -1.37 2.29
H -5.57 -3.41 2.65
H -5.73 -3.05 0.96
H -5.22 -1.83 2.10
C -4.74 -3.82 -4.06
C -3.77 -2.94 -3.26
O -4.01 -2.80 -2.09
C -2.58 -2.36 -3.90
H -4.50 -4.86 -3.89
H -4.70 -3.77 -5.15
H -5.74 -3.54 -3.68
H -1.86 -3.12 -3.73
H -2.32 -1.48 -3.39
H -2.68 -2.16 -4.97
C -0.30 5.59 -2.24
C 0.86 4.72 -1.99
O 1.04 4.29 -0.89
C 1.81 4.51 -3.15
H -1.08 4.96 -2.70
H -0.14 6.45 -2.87
H -0.62 5.93 -1.25
H 1.30 4.27 -4.04
H 2.54 3.76 -2.81
H 2.32 5.41 -3.45
C -0.64 -5.62 -0.28
C -1.43 -5.61 -1.59
O -1.12 -5.02 -2.60
C -2.77 -6.27 -1.40
H -0.51 -6.66 0.01
H -1.31 -5.21 0.56
H 0.33 -5.15 -0.37
H -3.31 -5.49 -0.87
H -2.57 -7.19 -0.89
H -3.31 -6.51 -2.33